ORCA calculation (wB97M-V/def2-TZVPD) on a molecular structure, C42H120N4O29.

Each line ends with the Mulliken charge.
Atoms and positions in Å:
O  1.5400  -2.7094  2.9958  -0.720
O  2.4448  -2.7403  0.5148  -0.082
O  -1.4585  3.4707  1.9757  -0.728
O  -0.3776  -3.7351  -5.7661  -0.700
O  5.7385  0.4314  1.2845  -0.660
O  2.2690  0.5750  0.2251  -0.673
O  -1.1966  -5.6485  -2.3847  -0.563
O  3.4278  -0.6054  3.4003  -0.516
O  0.6094  0.9543  2.1247  1.077
O  0.2381  1.1274  -1.5294  0.425
O  -5.9159  0.5925  -2.3667  -0.223
O  -1.3049  -0.3504  5.6035  -0.504
O  1.7988  2.4172  2.8160  0.030
O  -1.2458  4.0294  6.2944  -0.637
O  -0.5830  -2.0732  -4.5431  -0.856
O  -0.0602  2.6247  -0.5132  -0.787
O  -4.9964  -1.9206  -3.1192  -0.455
O  -3.4643  0.9220  4.0168  -0.834
O  -1.0896  -4.5085  3.2388  -0.440
O  1.0923  2.2637  6.1848  -0.504
O  4.3980  2.4236  -4.0600  -0.533
O  6.3061  1.9713  -6.0803  -0.531
O  0.2836  0.5245  -3.8039  0.031
O  -2.4278  -1.0825  0.1668  0.381
O  -0.2558  -3.4297  0.2054  -0.186
O  2.6702  6.7646  6.4814  -0.391
O  -4.7703  -0.8853  1.5595  -0.657
O  2.7462  -2.0083  -5.9681  -0.642
O  1.6371  -0.5884  -2.9741  0.043
N  0.6072  -1.1823  -0.3040  0.111
N  -2.2617  -2.3769  -3.4570  0.938
N  3.4626  4.1628  4.8980  -0.157
N  -3.0414  0.8398  -2.8380  0.029
C  1.4245  -1.9234  -2.5193  -0.739
C  2.0672  2.9777  1.5106  -1.121
C  -0.5161  -0.7546  0.5974  0.439
C  3.9142  4.6761  6.1162  -0.315
C  -0.1053  -6.0554  -1.5154  -0.652
C  -1.6660  1.2481  -2.7260  -0.920
C  -0.8647  3.2027  5.1644  -0.179
C  1.0906  1.0960  3.4325  -0.294
C  3.5587  -0.7412  1.9772  0.396
C  -6.4001  -1.7487  -2.8706  -0.948
C  0.0848  -0.3638  1.9524  0.474
C  3.3390  2.6296  4.8440  -2.639
C  -3.3791  -0.1176  -0.1311  0.343
C  3.9266  6.2024  6.1174  -0.711
C  -2.7230  -1.4531  -2.4172  -0.932
C  1.2971  0.6249  -4.7510  -1.646
C  -0.3145  -3.6804  4.1117  -1.530
C  -5.3630  1.1139  -3.6191  -1.058
C  -1.6092  -4.3559  -2.1024  1.064
C  3.0494  1.9749  3.4849  0.832
C  2.1755  -4.0766  0.3208  -0.910
C  5.3850  0.9417  -5.6442  -0.846
C  0.6493  -4.3886  0.8388  -0.147
C  1.7535  6.8172  5.4030  -0.087
C  -2.3607  -3.8256  -3.3424  -1.451
C  0.3261  -2.3297  3.6725  1.039
C  -7.0695  1.3197  -1.8209  -1.109
C  0.1739  -1.8176  -1.5524  -0.050
C  -4.7766  -0.7737  0.1038  -0.647
C  0.8114  -3.3663  -6.3990  -1.243
C  -1.3964  2.4272  -0.2330  -0.461
C  4.3402  0.5140  1.3313  -0.618
C  4.0633  1.3751  -5.0132  -0.205
C  -0.9457  1.1916  -4.1021  -0.500
C  -3.9636  1.8362  -3.4830  -0.812
C  -0.1284  1.9319  5.6100  0.197
C  -1.3580  -0.3480  4.1637  -0.575
C  2.0400  -3.1821  -5.5765  1.231
C  -2.1386  0.8846  3.5391  1.739
C  -4.1914  -1.5862  -1.9927  -0.570
C  2.8943  -0.4855  -3.7279  -1.120
C  -1.5818  2.2728  1.2511  -1.043
H  -6.7174  -0.9606  -2.1878  0.298
H  -0.2104  -1.2245  -4.3044  -0.149
H  -7.8279  1.2681  -2.6020  0.376
H  0.7495  1.9833  3.9659  0.610
H  -1.2702  0.4682  -2.0754  -0.589
H  3.6187  0.5290  -4.4894  0.590
H  1.9717  -2.2888  -0.1879  -0.196
H  0.7618  0.2716  4.0652  0.595
H  -1.9238  1.5779  -0.6673  -0.550
H  0.6502  -1.6798  4.4853  0.386
H  -4.6480  -0.6388  -1.7062  0.162
H  2.8553  -0.9841  -4.6964  -0.322
H  2.2243  7.3378  4.5691  0.322
H  5.8955  0.2445  -4.9797  0.474
H  1.3489  0.0599  -5.6817  0.364
H  1.5919  1.6259  -5.0658  0.764
H  -1.9455  3.2718  -0.6492  0.909
H  1.1089  3.2247  1.0536  -0.028
H  2.6605  3.8824  1.3777  0.373
H  3.1841  0.5285  -4.0033  0.282
H  -3.4453  0.2537  -2.1215  -0.823
H  4.1789  -1.5709  1.6379  0.924
H  -4.8224  -1.7762  -0.3215  0.302
H  1.6835  -3.0995  -4.5498  -0.235
H  0.6305  -4.1510  1.9025  0.102
H  -1.8770  -4.1980  -4.2454  0.703
H  -5.2161  0.2314  -4.2418  0.209
H  -2.0947  -0.6768  6.0408  0.377
H  -5.6146  -0.1012  -0.0794  0.287
H  -1.4543  0.6191  -4.8778  0.426
H  -0.3324  -0.3020  3.7973  -1.792
H  4.3639  2.2933  5.0004  0.747
H  -2.2257  0.7789  2.4577  -0.620
H  -2.8342  -2.0680  -4.2295  0.749
H  -6.8208  2.3768  -1.7275  0.292
H  2.4856  4.4183  4.8815  -0.281
H  -0.9629  -3.5591  4.9794  0.599
H  -2.5281  -0.4951  -2.8993  0.270
H  7.0421  1.4208  -6.3574  0.334
H  3.2582  4.2214  6.8585  0.280
H  -0.7166  -3.7705  -1.8820  -0.307
H  4.5372  6.7010  6.8702  0.411
H  2.2056  -4.1392  -0.7670  0.182
H  -6.5819  -1.1846  -3.7854  0.323
H  4.3633  6.4961  5.1628  0.354
H  -0.4118  -2.7363  -1.5194  -0.210
H  0.8171  -1.0656  2.3513  0.559
H  3.4714  -1.4575  3.8403  0.406
H  6.1760  0.6730  2.1042  0.407
H  1.5564  0.4296  0.8475  -0.709
H  1.4372  -0.6099  -0.3636  1.932
H  -0.7487  1.3712  6.3092  0.293
H  -5.9378  1.9290  -4.0589  0.677
H  -3.8396  0.0519  3.8632  0.614
H  -1.5739  2.2672  -2.3507  1.282
H  2.3335  -2.2575  -2.0192  1.123
H  4.0075  0.5572  0.2942  -0.196
H  2.4999  2.1653  0.9269  0.252
H  0.1798  1.8751  -1.0629  2.617
H  5.0217  3.0554  -4.4254  0.426
H  -7.5899  0.9859  -0.9231  0.390
H  -3.6275  2.1218  -4.4798  0.499
H  3.4315  1.7858  -5.8008  0.209
H  0.7630  7.1419  5.7215  0.308
H  1.3505  5.8586  5.0760  -0.250
H  0.6879  0.2966  -1.3754  -2.258
H  5.0805  0.3836  -6.5296  0.342
H  -4.0170  2.7641  -2.9136  0.352
H  2.7270  2.1850  5.6288  0.749
H  2.6242  -4.0967  -5.6785  0.544
H  -1.0850  -1.6713  0.7524  -0.550
H  2.2013  1.5017  -0.0049  0.679
H  -4.2575  -2.4055  -1.2767  1.120
H  -1.8035  2.9891  4.6535  0.476
H  0.5946  -2.4713  -6.9821  0.331
H  2.1788  1.0361  3.4179  -1.134
H  -1.3661  -5.2548  3.7757  0.315
H  -3.1894  0.7519  0.4982  -0.817
H  -3.4084  0.2075  -1.1710  -1.065
H  1.7732  -2.0941  2.2968  -0.176
H  0.3956  -4.3553  4.5897  0.481
H  -1.5682  1.7583  3.8544  -0.561
H  -1.1096  -2.3259  -3.7848  -0.401
H  -6.9836  -2.6686  -2.9066  0.363
H  2.1871  0.3353  -4.1922  0.479
H  -0.5831  -3.1459  -5.0366  1.024
H  3.1290  0.9245  3.7646  0.770
H  0.8353  3.1113  6.5550  0.487
H  -0.4892  -6.0547  -0.4953  0.229
H  0.0875  1.3099  4.7414  -1.225
H  0.3326  -5.4229  0.7051  0.630
H  -0.9762  1.5117  1.7432  -1.441
H  2.5511  -0.8276  1.5704  0.066
H  -1.5495  4.8558  5.9117  0.422
H  1.1749  -2.5653  -3.3642  -1.288
H  0.1010  -7.1212  -1.6143  0.479
H  2.8045  -4.7917  0.8509  0.554
H  -2.0077  -1.5717  -1.6033  1.240
H  3.3186  -1.7699  -5.2352  0.391
H  3.9155  1.9888  2.8231  0.616
H  1.1305  -3.9886  -7.2350  0.408
H  -2.1314  -4.0739  -1.1881  0.440
H  -0.5403  3.7352  2.0682  0.560
H  -0.7456  2.1924  -4.4848  0.529
H  -0.2103  3.7263  4.4675  0.320
H  -1.6893  -1.3346  3.8397  1.547
H  -4.9092  0.0194  1.8492  0.576
H  -3.4244  -4.0629  -3.3294  0.420
H  -2.7825  -1.5200  0.9443  0.593
H  0.8515  -5.5450  -1.6258  0.135
H  4.0672  1.4862  1.7417  0.224
H  4.9441  4.3318  6.2098  0.384
H  -0.1200  -2.5243  0.4943  -0.365
H  -2.5847  1.9310  1.5070  1.320
H  -0.7023  -0.5551  2.6818  -0.354
H  3.6754  -0.7759  -3.0253  0.188
H  -0.4478  -1.8447  3.0776  -0.118
H  -0.5893  -1.1437  -1.9416  0.174
H  0.0583  1.1323  -2.4696  -0.225
H  -1.1054  0.0249  0.1144  0.144

Output
HOMO ... -7.50 eV
M ... 1145.42 g mol⁻¹
Largest force on an atom ... 19.7 eV/A